1.
Here is a structure of composition C26H42Cl2IN5O8P2SSn in a non-equilibrium geometry from OMol25. Energies are from the ωB97M-V functional and the def2-TZVPD basis.

Geometry as XYZ:
```
88
Properties=species:S:1:pos:R:3:lowdin_charge:R:1
Sn -0.553 0.369 -0.982 1.219
C 2.227 0.800 -4.836 0.002
C 3.015 0.837 -3.578 -0.202
N 4.161 1.468 -3.564 0.161
C 4.889 1.436 -2.453 -0.004
C 4.556 0.747 -1.273 -0.092
C 5.523 0.809 -0.105 -0.209
O 6.740 1.428 -0.411 -0.034
C 3.317 0.133 -1.214 -0.063
C 2.860 -0.471 0.033 -0.038
N 1.661 -0.755 0.345 0.035
C 1.275 -1.075 1.653 -0.363
C 1.665 -0.279 2.730 -0.018
C 1.257 -0.595 4.016 -0.042
C 0.433 -1.684 4.246 -0.068
C 0.002 -2.455 3.200 -0.130
C 0.403 -2.143 1.892 -0.637
I -0.310 -3.230 0.311 1.140
C 2.493 0.155 -2.396 -0.313
O 1.388 -0.407 -2.413 -0.083
H 2.383 1.724 -5.389 0.095
H 1.172 0.622 -4.642 0.055
H 2.593 -0.020 -5.460 0.110
H 5.808 2.005 -2.474 0.133
H 5.684 -0.192 0.313 0.134
H 5.068 1.418 0.684 0.131
H 7.313 0.819 -0.890 0.112
H 3.632 -0.684 0.782 0.144
H 2.273 0.589 2.519 0.112
H 1.578 0.010 4.853 0.118
H 0.124 -1.921 5.253 0.119
H -0.655 -3.294 3.380 0.102
N -0.664 4.854 -0.229 0.177
C -0.097 3.811 0.704 -0.484
C 0.259 4.456 2.030 -0.058
P -1.311 2.451 0.800 0.287
O -2.414 3.028 1.780 -0.080
O -0.679 1.174 1.276 -0.344
O -1.804 2.324 -0.629 -0.438
P 1.396 3.207 -0.261 0.351
O 2.494 2.844 0.845 -0.104
O 1.773 4.375 -1.084 -0.285
O 1.024 1.883 -0.884 -0.434
H -1.141 5.603 0.278 0.173
H -1.315 4.406 -0.890 0.123
H 0.153 5.221 -0.774 0.129
H -0.621 4.907 2.494 0.092
H 1.025 5.224 1.907 0.100
H 0.643 3.697 2.710 0.096
H -2.781 2.390 2.405 0.109
H 3.062 3.600 1.042 0.104
C -5.630 -1.842 2.869 -0.100
C -6.743 -2.812 2.490 -0.239
C -7.256 -2.659 1.057 -0.185
C -6.430 -3.387 -0.002 -0.156
N -5.049 -2.926 -0.128 0.020
C -4.634 -1.838 -0.771 -0.715
S -2.931 -1.515 -0.799 0.605
N -5.507 -1.058 -1.374 0.054
C -5.157 0.133 -2.152 -0.176
C -4.998 1.397 -1.313 -0.209
C -6.300 2.075 -0.902 -0.244
C -7.199 1.247 0.006 -0.101
H -5.353 -1.962 3.915 0.077
H -5.962 -0.811 2.734 0.067
H -4.727 -1.976 2.271 0.051
H -7.581 -2.655 3.170 0.114
H -6.419 -3.844 2.653 0.113
H -7.329 -1.595 0.815 0.087
H -8.269 -3.060 0.981 0.124
H -6.910 -3.331 -0.984 0.128
H -6.371 -4.449 0.238 0.135
H -4.323 -3.448 0.338 0.129
H -6.486 -1.286 -1.279 0.129
H -5.939 0.260 -2.901 0.139
H -4.229 -0.096 -2.684 0.072
H -4.404 2.101 -1.900 0.102
H -4.390 1.158 -0.433 0.094
H -6.855 2.360 -1.799 0.115
H -6.049 3.009 -0.396 0.110
H -7.683 0.428 -0.530 0.062
H -7.999 1.855 0.421 0.083
H -6.638 0.819 0.839 0.062
Cl -1.737 1.204 -3.754 0.537
C -1.317 2.781 -4.483 -0.913
Cl -0.076 3.613 -3.545 0.613
H -2.223 3.378 -4.504 0.038
H -0.940 2.581 -5.481 0.040
```

Summary:
**Charge**: +2
**Gap between HOMO and LUMO (spin up / spin down)**: 0.1775 / 0.2319 hartree
**E_tot**: -119856.54800 eV
**HOMO (spin up / spin down)**: -13.2 / -13.3 eV
**LUMO level (spin up / spin down)**: -8.3560 / -7.0083 eV

2.
Here is the molecule C4H8Cl2Si in a non-equilibrium geometry from OMol25. Energies are from the ωB97M-V functional and the def2-TZVPD basis.

Geometry as XYZ:
```
15
Properties=species:S:1:pos:R:3:nbo_charge:R:1
C 0.929 2.345 -1.235 -0.657
C 0.334 1.169 -0.624 -0.142
C -0.153 0.988 0.574 -0.544
Si -0.908 -0.913 1.090 1.397
C 0.070 -2.566 0.595 -1.067
Cl -2.536 -1.045 -0.284 -0.420
Cl -1.627 -1.054 2.999 -0.357
H 0.980 3.186 -0.561 0.220
H 0.205 2.625 -2.006 0.229
H 1.876 2.015 -1.724 0.230
H 0.587 0.203 -1.199 0.182
H -0.502 1.781 1.142 0.203
H -0.478 -3.558 0.715 0.259
H 0.233 -2.543 -0.509 0.243
H 0.988 -2.633 1.028 0.223
```

Summary:
**Gap between HOMO and LUMO**: 0.3832 hartree
**E_tot**: -37201.88327 eV
**HOMO**: -9.8 eV
**LUMO level**: 0.6233 eV

3.
Here is a cluster of 2 separate species, C4H13NO2 in total in a non-equilibrium geometry from OMol25. Energies are from the ωB97M-V functional and the def2-TZVPD basis.

Geometry as XYZ:
```
20
Properties=species:S:1:pos:R:3:nbo_charge:R:1
C -1.751 -1.241 0.036 -0.646
C -1.557 0.073 -0.749 -0.041
C -2.375 0.166 -2.041 -0.606
N -0.126 0.292 -1.175 -0.644
C 0.881 -0.048 -0.206 0.090
O 0.835 0.807 0.948 -0.722
H -1.235 -2.075 -0.440 0.207
H -1.548 -1.079 1.083 0.222
H -2.783 -1.526 -0.064 0.214
H -1.698 0.881 -0.049 0.170
H -2.346 1.178 -2.389 0.226
H -1.925 -0.576 -2.704 0.199
H -3.410 -0.117 -1.851 0.212
H 0.033 -0.309 -1.980 0.355
H 0.895 -1.083 0.067 0.132
H 1.869 0.135 -0.646 0.163
H -0.033 1.209 0.834 0.468
O 3.514 0.167 2.681 -0.940
H 2.632 -0.091 2.389 0.478
H 4.079 -0.010 1.915 0.463
```

Summary:
**Gap between HOMO and LUMO**: 0.3741 hartree
**E_tot**: -9943.17520 eV
**HOMO**: -9.4 eV
**LUMO level**: 0.8003 eV

4.
Here is the molecule C24H27N5O3S in a non-equilibrium geometry from OMol25. Energies are from the ωB97M-V functional and the def2-TZVPD basis.

Geometry as XYZ:
```
60
Properties=species:S:1:pos:R:3:nbo_charge:R:1
O 2.408 -0.676 2.255 -0.622
C 1.387 -0.151 2.649 0.713
C 0.335 0.380 1.682 -0.333
C 0.538 -0.242 0.299 -0.410
C -0.505 0.307 -0.671 -0.228
N -0.511 1.753 -0.729 -0.677
S 0.640 2.396 -1.773 2.317
O 0.677 3.811 -1.537 -0.941
O 1.880 1.672 -1.749 -0.942
C -0.178 2.085 -3.332 -0.357
C -1.387 2.747 -3.575 -0.194
C -2.047 2.532 -4.752 -0.191
C -1.522 1.649 -5.722 0.035
C -2.179 1.409 -6.947 -0.211
C -1.647 0.553 -7.870 -0.199
C -0.433 -0.104 -7.614 -0.213
C 0.230 0.105 -6.437 -0.165
C -0.293 0.983 -5.465 -0.117
C 0.367 1.226 -4.240 -0.096
C -0.615 2.399 0.561 -0.230
C 0.451 1.903 1.538 -0.404
N 1.164 0.050 3.981 -0.448
C -0.106 0.393 4.578 -0.235
C -0.905 -0.911 4.845 -0.242
N 0.016 -2.026 4.853 -0.404
C 0.162 -2.759 3.714 0.572
N 1.231 -3.558 3.641 -0.505
C 1.360 -4.284 2.551 0.121
C 0.435 -4.252 1.515 -0.365
C -0.651 -3.413 1.707 0.100
N -0.800 -2.672 2.788 -0.530
C 1.205 -1.755 5.632 -0.241
C 2.024 -0.646 4.924 -0.248
H -0.664 0.109 2.039 0.214
H 1.537 0.003 -0.064 0.248
H 0.452 -1.328 0.361 0.220
H -1.509 -0.017 -0.372 0.197
H -0.312 -0.052 -1.684 0.218
H -1.758 3.421 -2.819 0.237
H -2.980 3.036 -4.960 0.214
H -3.113 1.917 -7.142 0.212
H -2.157 0.376 -8.806 0.216
H -0.028 -0.776 -8.356 0.217
H 1.165 -0.395 -6.232 0.215
H 1.306 0.743 -4.015 0.235
H -1.619 2.201 0.955 0.193
H -0.504 3.468 0.380 0.243
H 1.436 2.146 1.136 0.224
H 0.338 2.411 2.498 0.211
H -0.672 1.076 3.950 0.218
H 0.112 0.904 5.521 0.201
H -1.410 -0.862 5.814 0.198
H -1.639 -1.099 4.063 0.247
H 2.240 -4.913 2.512 0.197
H 0.555 -4.839 0.621 0.226
H -1.440 -3.321 0.969 0.194
H 0.883 -1.438 6.626 0.194
H 1.786 -2.671 5.710 0.251
H 2.843 -1.077 4.347 0.257
H 2.425 0.069 5.648 0.195
```

Summary:
**Gap between HOMO and LUMO**: 0.3173 hartree
**E_tot**: -49755.32689 eV
**HOMO**: -8.4 eV
**LUMO level**: 0.2169 eV